1.
DFT (wB97M-V/def2-TZVPD) results for C24H42AuBrN6PSi as an isolated structure.

The geometry in XYZ format:
```
76
Properties=species:S:1:pos:R:3:lowdin_charge:R:1
Au -0.0371 1.6614 1.3336 0.93
C 0.3831 3.4783 6.4817 0.03
N -0.1911 3.2068 5.1487 -0.08
C -1.4701 3.5267 4.7735 0.01
C -1.6338 3.1207 3.4841 -0.04
N -0.4429 2.5558 3.0995 -0.11
C 0.4193 2.6085 4.1136 -0.44
P 2.1446 2.0338 4.0115 1.21
C 2.5117 2.8625 2.4171 -0.44
N 1.7383 2.8828 1.3270 -0.06
C 2.3394 3.6363 0.3600 -0.06
C 3.5133 4.0924 0.8860 0.01
N 3.6056 3.6064 2.1610 -0.10
C 4.7347 3.8677 3.0739 0.02
C 1.7394 0.3536 3.4013 -0.43
N 0.8667 0.0411 2.4394 -0.06
C 0.8570 -1.3120 2.2609 -0.07
C 1.7482 -1.8359 3.1511 0.01
N 2.2890 -0.7917 3.8498 -0.09
C 3.2986 -0.9352 4.9161 0.03
H -0.4004 3.9030 7.1006 0.11
H 0.7287 2.5511 6.9300 0.10
H 1.1984 4.1916 6.3953 0.11
H -2.1570 4.0205 5.4412 0.15
H -2.4910 3.2061 2.8369 0.13
H 1.9104 3.8017 -0.6136 0.13
H 4.2749 4.7229 0.4573 0.15
H 5.4429 4.5047 2.5540 0.11
H 4.3817 4.3805 3.9646 0.10
H 5.2238 2.9339 3.3375 0.10
H 0.2322 -1.8049 1.5368 0.10
H 2.0302 -2.8583 3.3426 0.15
H 3.5030 -1.9938 5.0393 0.11
H 4.2161 -0.4265 4.6329 0.10
H 2.9123 -0.5358 5.8497 0.10
C -1.5145 1.0329 -4.1576 -0.09
C -1.0350 -0.4282 -4.2631 -0.62
C 0.4470 -0.3623 -4.6757 -0.08
C -1.8505 -1.1476 -5.3684 -0.06
Si -1.3681 -1.5281 -2.7912 0.96
Br -0.2429 0.6105 -0.8038 0.34
C -3.1139 -1.6299 -2.1056 -0.61
C -3.7204 -2.8687 -2.8154 -0.06
C -3.9713 -0.4022 -2.4492 -0.09
C -3.2051 -1.8314 -0.5783 -0.09
C -0.1639 -2.9354 -2.4220 -0.61
C -0.2610 -3.8657 -3.6566 -0.06
C -0.5216 -3.7593 -1.1740 -0.08
C 1.3004 -2.4906 -2.2449 -0.09
H -1.4423 1.4883 -5.1487 0.10
H -0.8733 1.6185 -3.4981 0.05
H -2.5471 1.1384 -3.8329 0.06
H 0.5379 0.3112 -5.5317 0.10
H 0.8478 -1.3249 -4.9904 0.08
H 1.0775 0.0434 -3.8832 0.08
H -1.6242 -0.6597 -6.3207 0.12
H -2.9262 -1.0632 -5.2144 0.08
H -1.5912 -2.2028 -5.4887 0.08
H -3.7559 -2.7602 -3.9008 0.08
H -4.7523 -2.9730 -2.4690 0.11
H -3.2074 -3.8000 -2.5776 0.07
H -4.0841 -0.2449 -3.5213 0.08
H -3.5878 0.5158 -1.9999 0.08
H -4.9725 -0.5693 -2.0448 0.10
H -2.7948 -2.7777 -0.2403 0.07
H -4.2622 -1.8250 -0.3016 0.10
H -2.7249 -1.0201 -0.0252 0.04
H -1.2720 -4.2397 -3.8315 0.09
H 0.3736 -4.7351 -3.4631 0.11
H 0.0999 -3.3997 -4.5725 0.08
H -1.4932 -4.2453 -1.2366 0.08
H -0.4954 -3.1585 -0.2623 0.06
H 0.2223 -4.5529 -1.0656 0.10
H 1.7211 -2.0192 -3.1292 0.07
H 1.8980 -3.3828 -2.0405 0.10
H 1.4296 -1.8120 -1.3985 0.04
```

Highest occupied orbital energy (alpha / beta) in eV: -17.13 / -17.13
F_max in eV Å⁻¹: 0.6
Total charge: +3

=====

2.
DFT (wB97M-V/def2-TZVPD) results for a 2-piece molecular cluster, C20H20F4IO5S2 overall at a distorted geometry.

The geometry in XYZ format:
```
52
Properties=species:S:1:pos:R:3:lowdin_charge:R:1
C -4.5055 -2.6930 2.6415 -0.01
C -3.3865 -1.8732 3.2540 -0.59
C -3.6959 -1.5395 4.6881 -0.06
C -2.0394 -2.4851 3.0873 -0.26
C -0.9893 -1.5308 3.0414 -0.72
I -0.3763 -0.8049 5.1001 0.97
C 0.0069 -1.7291 2.0516 -0.15
C 0.1564 -2.9828 1.4899 -0.06
C -0.7016 -4.0283 1.8253 -0.06
C -1.7987 -3.7779 2.6563 -0.04
O -3.3098 -0.6611 2.4690 -0.42
S -1.8482 0.2555 2.2911 1.03
C -3.0768 1.5348 1.3409 -0.70
F -2.5430 2.7273 1.0135 0.10
F -3.5237 0.9173 0.2206 0.07
F -4.1141 1.7252 2.1888 0.06
H -4.4800 -3.7126 3.0517 0.09
H -5.4667 -2.2010 2.8274 0.09
H -4.3646 -2.7517 1.5600 0.10
H -3.4557 -2.4317 5.2697 0.09
H -3.0361 -0.7435 5.0475 -0.01
H -4.7487 -1.2430 4.8089 0.09
H 0.6196 -0.8679 1.7844 0.03
H 0.9114 -3.1643 0.7341 0.10
H -0.5351 -5.0030 1.3589 0.10
H -2.4861 -4.6026 2.8384 0.11
C 5.2082 1.5039 -1.0202 -0.08
C 4.1895 0.4064 -0.9457 -0.21
O 3.0958 0.9576 -0.1316 -0.07
C 2.3549 0.0200 0.5061 -0.47
C 2.0312 0.4905 1.9226 -0.32
F 2.6312 -0.4011 2.7888 -0.09
S 2.6039 2.1718 2.3253 0.71
C 2.0041 2.6434 3.9559 -0.26
C 1.5742 3.9619 4.1373 -0.06
C 1.1573 4.3783 5.4014 -0.09
C 1.0744 3.4495 6.4447 -0.10
C 1.5216 2.1398 6.2542 -0.13
C 2.0530 1.7558 5.0197 -0.13
O 4.0487 2.2109 2.3275 -0.33
O 1.8218 2.9872 1.4218 -0.34
O 2.1000 -1.1058 0.0889 0.06
H 6.0342 1.1721 -1.6422 0.07
H 4.7712 2.4159 -1.4348 0.08
H 5.6134 1.6966 -0.0250 0.08
H 3.7958 0.1188 -1.9271 0.12
H 4.5773 -0.4938 -0.4513 0.13
H 1.5917 4.6689 3.3104 0.11
H 0.9060 5.4255 5.5774 0.10
H 0.6816 3.7314 7.4233 0.10
H 1.4690 1.4048 7.0586 0.09
H 2.4804 0.7693 4.8548 0.09
```

Highest occupied orbital energy in eV: -3.84
F_max in eV Å⁻¹: 3.6
Total charge: -1

=====

3.
DFT (wB97M-V/def2-TZVPD) results for a 3-piece molecular cluster, C20H35FN2O4 overall at a distorted geometry.

The geometry in XYZ format:
```
62
Properties=species:S:1:pos:R:3:lowdin_charge:R:1
C -2.3885 3.6770 -4.1394 -0.07
C -3.3318 2.5176 -3.8684 -0.25
O -2.7214 1.3742 -3.3104 -0.12
C -1.9205 1.6489 -2.1977 -0.18
C -1.7195 0.3672 -1.3852 -0.36
C -1.8374 -0.8853 -2.2576 0.01
C -2.8484 0.3368 -0.4508 -0.18
N -3.7193 0.3796 0.3334 0.20
C -0.3895 0.4022 -0.5661 -0.34
C -0.5569 -0.4365 0.6167 -0.16
N -0.6551 -1.1878 1.5087 0.22
C 0.8216 -0.1856 -1.3094 -0.09
C 1.5625 0.7477 -2.2353 -0.20
F 2.4806 1.4972 -1.5495 -0.03
C -0.0219 1.7836 -0.0380 -0.19
O -1.0375 2.2729 0.7839 -0.15
C -0.5735 2.9740 1.9155 -0.07
H -2.2001 4.2288 -3.2322 0.07
H -2.7865 4.3413 -4.8862 0.07
H -1.4272 3.3093 -4.4657 0.08
H -3.7470 2.1943 -4.8074 0.12
H -4.1529 2.8585 -3.2448 0.12
H -2.3311 2.4249 -1.5694 0.14
H -0.9405 1.9913 -2.5221 0.10
H -1.4716 -0.7403 -3.2572 0.10
H -1.3148 -1.6885 -1.7612 0.07
H -2.8697 -1.1785 -2.3056 0.10
H 0.5852 -1.0801 -1.8646 0.10
H 1.5343 -0.4845 -0.5561 0.13
H 2.1223 0.1487 -2.9386 0.12
H 0.9280 1.4038 -2.8134 0.11
H 0.9180 1.6785 0.4891 0.13
H 0.1555 2.4861 -0.8450 0.13
H -0.4332 4.0255 1.7001 0.09
H -1.3464 2.9153 2.6638 0.09
H 0.3147 2.5273 2.3408 0.08
C 0.0499 -5.7721 -0.3087 -0.17
C 0.5923 -6.0660 -1.7051 -0.17
C 0.1589 -4.8255 -2.4729 -0.20
O 0.1534 -3.7500 -1.5289 -0.17
C 0.2728 -4.2713 -0.1978 -0.20
H 0.5474 -6.3302 0.4822 0.11
H -1.0176 -5.9985 -0.2665 0.12
H 1.6824 -6.1309 -1.6775 0.11
H 0.2081 -6.9863 -2.1416 0.11
H -0.8538 -4.9402 -2.8741 0.12
H 0.8308 -4.5777 -3.2955 0.12
H 1.2781 -4.0451 0.1735 0.12
H -0.4525 -3.7767 0.4480 0.10
C 3.3112 0.6786 4.9429 -0.17
C 3.3170 1.9188 5.8320 -0.17
C 2.1435 2.7075 5.2682 -0.21
O 1.2065 1.7441 4.7797 -0.16
C 1.8198 0.4508 4.7403 -0.20
H 3.8121 -0.1812 5.3845 0.11
H 3.7928 0.9004 3.9876 0.11
H 3.1185 1.6374 6.8684 0.11
H 4.2519 2.4762 5.8042 0.11
H 2.4580 3.3427 4.4320 0.12
H 1.6553 3.3353 6.0142 0.12
H 1.3974 -0.1572 5.5467 0.12
H 1.5853 -0.0283 3.7893 0.11
```

Highest occupied orbital energy in eV: -9.47
F_max in eV Å⁻¹: 3.5
SMILES: CCOC[C@](C)(C#N)[C@@](C#N)(CCF)COC.C1CCOC1.C1CCOC1